A structure of composition C2H4NO3S3SbSc in a non-equilibrium geometry. Source: the OMol25 dataset; level of theory: the ωB97M-V functional and the def2-TZVPD basis.

Output
Energy relative to the best compared isomer or geometry (same formula, charge and spin) in kcal/mol: 45.71
Expectation value of S²: 0.774
E in eV: -69518.92292
2S+1: 2
Kohn-Sham gap (alpha / beta) in hartree: 0.1865 / 0.1823
Charge: -2
HOMO energy (alpha / beta) in eV: -0.33 / -0.30

Positions of all 15 atoms, in Å:
Sc1 -0.0012 0.0017 0.0064
S1 0.1228 -3.3662 2.6767
Sb1 -1.4466 -2.0008 2.4740
S2 -0.0060 0.0060 2.4959
S3 -1.4482 -2.0233 0.0068
N1 -0.0082 0.0155 -2.1265
C1 -0.6825 1.3107 -2.3414
C2 -1.6884 1.5856 -1.1931
O1 -2.8550 1.7528 -1.5377
O2 -1.1710 1.6278 -0.0335
H1 0.9108 -0.0151 -2.5362
H2 -0.5778 -0.7590 -2.4335
H3 -1.1807 1.3313 -3.3116
H4 0.0655 2.1063 -2.3250
O3 1.8396 0.0116 0.0051

Atom charges from the Mulliken analysis, given in e for atoms 1 to 6: number 1, Sc, carries 0.836; number 2, S, carries -0.773; number 3, Sb, carries 0.382; number 4, S, carries -0.537; number 5, S, carries -0.648; number 6, N, carries -0.450

=====

A cluster of 2 separate species, C2H4NO4 in total in a non-equilibrium geometry. Source: the OMol25 dataset; level of theory: the ωB97M-V functional and the def2-TZVPD basis.

Output
Energy relative to the best compared isomer or geometry (same formula, charge and spin) in kcal/mol: 12.33
Expectation value of S²: 2.009
E in eV: -11814.49234
2S+1: 3
Kohn-Sham gap (alpha / beta) in hartree: 0.1953 / 0.2585
Charge: -1
HOMO energy (alpha / beta) in eV: -1.16 / -4.88

Positions of all 11 atoms, in Å:
C1 0.8434 -0.5571 -1.3125
C2 0.8423 -1.5934 -0.1819
N1 -1.3723 1.7232 1.0728
O1 -0.0025 0.3329 -1.4679
O2 1.5455 -1.0685 -2.2357
O3 1.6830 -2.0041 0.5547
O4 -0.5056 0.5916 1.0603
H1 -0.1809 -2.2751 -0.2081
H2 -0.9130 2.4360 0.5513
H3 -1.4824 2.0084 2.0390
H4 -0.4578 0.4061 0.1281

Atom charges from the natural (NBO) analysis, given in e for atoms 1 to 6: number 1, C, carries 0.694; number 2, C, carries -0.057; number 3, N, carries -0.564; number 4, O, carries -0.699; number 5, O, carries -0.640; number 6, O, carries -0.423

=====

A cluster of 2 separate species, C2H4NO4S in total in a non-equilibrium geometry. Source: the OMol25 dataset; level of theory: the ωB97M-V functional and the def2-TZVPD basis.

Output
Energy relative to the best compared isomer or geometry (same formula, charge and spin) in kcal/mol: 8.33
E in eV: -22655.54061
Kohn-Sham gap in hartree: 0.2629
Charge: -1
HOMO energy in eV: -3.62

Positions of all 12 atoms, in Å:
C1 1.9242 0.6442 0.1894
C2 -1.5374 -0.2171 -0.0266
N1 -0.7833 -1.1523 0.3760
O1 1.6170 -0.5721 -0.1803
O2 2.9994 1.1238 -0.5221
O3 1.4859 1.3938 1.0620
O4 -3.8496 0.8149 -0.5539
S1 -3.2076 -0.3458 0.1379
H1 -0.9731 0.6662 -0.5273
H2 0.3525 -1.0552 0.2460
H3 3.1894 0.4965 -1.2563
H4 -1.2175 -1.7971 1.0553

Atom charges from the natural (NBO) analysis, given in e for atoms 1 to 6: number 1, C, carries 0.963; number 2, C, carries -0.135; number 3, N, carries -0.766; number 4, O, carries -0.832; number 5, O, carries -0.743; number 6, O, carries -0.712

=====

A structure of composition C2H4NO4S in a non-equilibrium geometry. Source: the OMol25 dataset; level of theory: the ωB97M-V functional and the def2-TZVPD basis.

Output
Energy relative to the best compared isomer or geometry (same formula, charge and spin) in kcal/mol: 111.52
E in eV: -22651.06558
Kohn-Sham gap in hartree: 0.2895
Charge: -1
HOMO energy in eV: -4.16

Positions of all 12 atoms, in Å:
C1 1.5626 -0.2685 0.3272
C2 -0.2416 0.1499 -0.2644
N1 -0.3716 1.4703 0.0474
O1 -2.7250 -0.8762 -0.4358
O2 -1.1360 2.2036 -0.6344
O3 0.2305 1.9749 1.0183
O4 -0.8396 -2.3287 -0.1764
S1 -1.5538 -1.1769 0.3473
H1 1.8084 -1.1695 -0.3046
H2 1.4205 -0.5140 1.3496
H3 2.0097 0.6357 0.0789
H4 -0.1642 -0.1005 -1.3530

Atom charges from the natural (NBO) analysis, given in e for atoms 1 to 6: number 1, C, carries -0.569; number 2, C, carries -0.347; number 3, N, carries 0.440; number 4, O, carries -1.005; number 5, O, carries -0.441; number 6, O, carries -0.457

=====

A structure of composition C2H4NOP in a non-equilibrium geometry. Source: the OMol25 dataset; level of theory: the ωB97M-V functional and the def2-TZVPD basis.

Output
Energy relative to the best compared isomer or geometry (same formula, charge and spin) in kcal/mol: 20.39
E in eV: -14963.76140
Kohn-Sham gap in hartree: 0.3813
Charge: 0
HOMO energy in eV: -9.52

Positions of all 9 atoms, in Å:
C1 0.0294 1.5628 -0.1550
C2 -0.3084 -0.5734 -0.5526
N1 1.3104 1.3659 -0.1113
O1 -0.8639 0.6744 -0.1465
P1 1.5376 -0.3460 -0.1126
H1 -0.2949 2.6328 0.1356
H2 -0.8089 -1.4013 -0.0408
H3 -0.4214 -0.5972 -1.5932
H4 1.1242 -0.5464 1.1806

Atom charges from the natural (NBO) analysis, given in e for atoms 1 to 6: number 1, C, carries 0.424; number 2, C, carries -0.366; number 3, N, carries -0.793; number 4, O, carries -0.464; number 5, P, carries 0.697; number 6, H, carries 0.186

=====

The molecule C2H4NP in a non-equilibrium geometry. Source: the OMol25 dataset; level of theory: the ωB97M-V functional and the def2-TZVPD basis.

Output
Energy relative to the best compared isomer or geometry (same formula, charge and spin) in kcal/mol: 29.64
SMILES: CC1=[PH]=N1
E in eV: -12915.24369
Kohn-Sham gap in hartree: 0.3768
Charge: 0
HOMO energy in eV: -9.28

Positions of all 8 atoms, in Å:
C1 1.1213 -0.1365 -0.2244
C2 -0.2012 0.0702 0.3517
P1 -1.7975 0.9017 0.4005
N1 -0.8957 -0.3475 1.3321
H1 1.5346 0.7122 -0.7421
H2 0.6891 -0.8359 -1.0042
H3 1.7543 -0.4823 0.4549
H4 -2.2047 0.1181 -0.5685

Atom charges from the natural (NBO) analysis, given in e for atoms 1 to 6: number 1, C, carries -0.659; number 2, C, carries 0.068; number 3, P, carries 0.533; number 4, N, carries -0.558; number 5, H, carries 0.240; number 6, H, carries 0.254

=====

The molecule C2H4NP in a non-equilibrium geometry. Source: the OMol25 dataset; level of theory: the ωB97M-V functional and the def2-TZVPD basis.

Output
Energy relative to the best compared isomer or geometry (same formula, charge and spin) in kcal/mol: 26.25
SMILES: C=C=NP
E in eV: -12915.39069
Kohn-Sham gap in hartree: 0.3477
Charge: 0
HOMO energy in eV: -8.71

Positions of all 8 atoms, in Å:
C1 0.8765 -1.4932 -0.7344
C2 0.1214 -0.4051 -0.5093
N1 -0.6644 0.5319 -0.2972
P1 -1.4620 1.4506 0.8196
H1 1.9403 -1.4564 -0.8213
H2 0.4284 -2.4272 -0.8476
H3 -0.5990 2.5019 0.3295
H4 -0.6413 1.2976 2.0607

Atom charges from the natural (NBO) analysis, given in e for atoms 1 to 6: number 1, C, carries -0.668; number 2, C, carries 0.476; number 3, N, carries -0.772; number 4, P, carries 0.576; number 5, H, carries 0.239; number 6, H, carries 0.236

=====

The molecule C2H4NP in a non-equilibrium geometry. Source: the OMol25 dataset; level of theory: the ωB97M-V functional and the def2-TZVPD basis.

Output
Energy relative to the best compared isomer or geometry (same formula, charge and spin) in kcal/mol: 72.70
E in eV: -12913.37662
Kohn-Sham gap (alpha / beta) in hartree: 0.3065 / 0.3066
Charge: 0
HOMO energy (alpha / beta) in eV: -8.56 / -8.57

Positions of all 8 atoms, in Å:
C1 0.5130 0.6479 -0.1452
C2 0.1270 -0.8836 0.0256
N1 -1.5623 0.9779 0.0700
P1 -1.7664 -0.5644 -0.0622
H1 1.1332 1.2687 0.5746
H2 0.4386 1.2737 -0.9458
H3 0.7342 -1.5985 -0.5792
H4 0.3827 -1.1217 1.0621

Atom charges from the natural (NBO) analysis, given in e for atoms 1 to 6: number 1, C, carries -0.112; number 2, C, carries -0.808; number 3, N, carries -0.896; number 4, P, carries 0.951; number 5, H, carries 0.202; number 6, H, carries 0.198